Computed, not measured: 2 unconnected molecules or ions with the total composition C2H7N4O in a non-equilibrium geometry, with ωB97M-V/def2-TZVPD.

```
14
Properties=species:S:1:pos:R:3:mulliken_charge:R:1
C -2.08127 -0.54375 -0.02424 0.25
C -2.40119 -1.08642 1.33397 0.09
N -2.67029 -0.75790 -1.07357 -0.39
N -0.87253 0.45684 0.17335 0.07
N 0.82618 1.48241 -0.58895 -0.33
N -0.03904 0.65014 -0.75166 0.02
O -1.89089 -0.81132 2.36236 -0.38
H 1.35136 0.07115 2.04497 0.10
H -3.08989 -1.89863 1.22068 0.39
H -2.50258 -0.67379 -2.07784 0.30
H -0.96666 1.12959 1.04335 0.37
H 0.82166 2.22193 0.16320 0.27
H 1.65308 1.49121 -1.30437 0.33
H 0.82197 -0.43809 1.92425 -0.08
```

Values from the calculation:
E_LUMO: -5.15 eV
Energy above the lowest of the compared OMol25 structures with the same formula, charge and spin: 509.7 kJ/mol
DFT total energy: -374.2555 Eh
Kohn-Sham gap: 9.418 eV
Charge: +1

Computed, not measured: C5H10O2 in the gas phase in a non-equilibrium geometry, with ωB97M-V/def2-TZVPD.

```
17
Properties=species:S:1:pos:R:3:mulliken_charge:R:1
C 1.70863 1.16419 -0.46220 -0.65
O 1.10473 0.20402 -1.29428 -0.43
C 0.25551 -0.71543 -0.70261 0.04
C 0.50354 -1.33559 0.62933 -0.68
O -1.10175 -1.80962 0.36071 -0.50
C -1.24547 -0.58989 -0.39250 0.41
C -1.69801 0.64039 0.39483 -1.27
H 1.15687 1.29724 0.47642 0.30
H 2.74470 0.88193 -0.22590 0.26
H 1.72230 2.10746 -1.01414 0.24
H 0.23548 -1.58005 -1.37382 0.32
H 0.21172 -0.95103 1.58532 0.35
H 1.54638 -1.73750 0.73539 0.33
H -1.84309 -0.69173 -1.30793 0.37
H -1.41175 1.53882 -0.16829 0.27
H -2.78354 0.67900 0.53742 0.36
H -1.23456 0.69444 1.38563 0.28
```

Values from the calculation:
E_LUMO: 0.86 eV
Structure (SMILES): CO[C@H]1CO[C@H]1C
Energy above the lowest of the compared OMol25 structures with the same formula, charge and spin: 429.9 kJ/mol
DFT total energy: -346.8617 Eh
Kohn-Sham gap: 10.540 eV
Charge: 0

Computed, not measured: 10 unconnected molecules or ions with the total composition C36H70O17S5 in a non-equilibrium geometry, with ωB97M-V/def2-TZVPD.

```
128
Properties=species:S:1:pos:R:3:mulliken_charge:R:1
C -1.15208 0.06875 -0.61120 -0.54
C -0.40570 -1.22931 -0.95047 0.34
C 1.05032 -0.92428 -1.11330 1.02
O 1.52667 -2.12043 -0.54256 -0.49
C 0.66135 -2.66562 0.27609 0.31
O 0.94651 -3.47821 1.17650 -0.67
O -0.40995 -1.94553 0.24984 0.44
H -2.22612 -0.10225 -0.68399 0.15
H -0.90668 1.04633 -1.02618 0.01
H -0.81469 0.21143 0.41541 0.12
H -0.72298 -1.89194 -1.75568 0.15
H 1.30031 -0.01274 -0.57044 -0.26
H 1.39850 -0.73053 -2.12786 -0.56
C 6.96854 -1.94666 -0.08459 -0.94
C 6.43314 -1.13465 0.98179 0.58
O 7.19287 -0.42631 1.63776 -0.61
C 4.87994 -1.08188 1.19455 -0.44
H 6.85514 -2.96467 0.28810 0.32
H 8.00705 -1.70596 -0.31185 0.32
H 6.32537 -2.01601 -0.96188 0.12
H 4.55668 -0.09042 1.51173 0.26
H 4.76562 -1.60156 2.14585 0.36
H 4.30800 -1.48424 0.35843 0.08
C -1.47815 1.73179 -3.92740 -0.11
C -0.33368 1.73866 -4.95284 0.28
O -0.45866 1.34037 -6.11999 -0.64
C 1.06539 1.75974 -4.34413 -0.28
H -1.92980 0.75612 -3.74801 0.10
H -2.26964 2.22453 -4.49207 0.08
H -1.13334 2.34383 -3.09397 0.22
H 1.10449 1.08815 -3.48648 -0.27
H 1.34785 2.68021 -3.83320 0.36
H 1.71361 1.47487 -5.17283 0.33
C -4.01529 -1.72217 -5.09398 -1.05
C -4.04323 -2.54569 -3.83915 0.87
O -5.09973 -2.60316 -3.17785 -0.62
C -2.88010 -3.41041 -3.49914 -0.75
H -3.27743 -0.92366 -5.17167 0.20
H -4.98550 -1.26913 -5.29785 0.32
H -4.00812 -2.45953 -5.89669 0.37
H -2.72178 -3.41055 -2.42070 0.03
H -2.00867 -3.17235 -4.10910 0.25
H -3.15777 -4.45828 -3.61300 0.42
C -4.88984 3.45917 -2.98860 -1.16
C -4.58781 2.46940 -1.96737 0.75
O -3.59579 1.82877 -2.06771 -0.33
C -5.55120 2.20072 -0.77883 -1.21
H -4.54013 3.12147 -3.96418 0.29
H -4.39071 4.42089 -2.86996 0.27
H -5.93473 3.75830 -2.90597 0.37
H -5.37346 1.29473 -0.19944 0.29
H -6.55635 2.28179 -1.19259 0.45
H -5.39152 3.03748 -0.09881 0.25
C 2.39322 5.64761 0.68639 -0.58
C 2.05815 4.75553 1.88421 -0.82
C 1.26626 3.57093 1.39097 -0.03
S 2.20965 3.05593 -0.08217 1.34
O 1.22465 2.63571 -1.04773 -0.62
O 3.27344 2.20155 0.42532 -0.74
C 2.92500 4.72845 -0.47754 -0.94
H 3.26718 6.24653 0.94251 0.38
H 1.51568 6.15455 0.28508 0.34
H 1.54616 5.46321 2.53625 0.34
H 2.88001 4.34889 2.47351 0.35
H 0.25393 3.74332 1.02550 0.21
H 1.07142 2.73372 2.06120 -0.13
H 2.73544 5.02690 -1.50860 0.38
H 3.95601 4.37628 -0.51070 0.44
C -2.71204 -5.16406 3.77757 -0.89
C -1.78104 -4.49984 2.66541 0.05
C -2.77264 -3.49788 1.99021 -0.01
S -3.84178 -2.77224 3.33056 0.97
O -5.25487 -2.86751 2.87891 -0.69
O -3.20748 -1.52476 3.67794 -0.44
C -3.42359 -4.13585 4.59270 -0.76
H -2.05275 -5.82011 4.34593 0.41
H -3.55402 -5.68152 3.31776 0.37
H -1.57150 -5.32486 1.98458 0.45
H -0.89581 -4.04680 3.11175 -0.34
H -3.40772 -4.06487 1.30955 0.62
H -2.27931 -2.70608 1.42651 -0.55
H -4.39993 -4.35474 5.02508 0.47
H -2.88037 -3.71364 5.43813 0.33
C 5.88179 -0.01735 -4.17832 -0.81
C 5.66272 -0.52890 -5.61467 -0.58
C 4.87044 -1.79033 -5.64355 -0.70
S 3.90905 -1.92555 -4.06163 1.15
O 4.45945 -3.05719 -3.36760 -0.68
O 2.45669 -1.63904 -4.21741 -0.57
C 4.67908 -0.34782 -3.28340 -0.19
H 5.99375 1.06493 -4.11323 0.41
H 6.83943 -0.35098 -3.77868 0.31
H 6.55561 -0.49874 -6.23911 0.38
H 5.03677 0.24835 -6.05304 0.24
H 5.49200 -2.68488 -5.60427 0.35
H 4.24644 -1.88845 -6.53186 0.38
H 4.75212 -0.52283 -2.21002 0.21
H 3.91089 0.41501 -3.41023 0.12
C -2.02479 2.84034 2.73820 0.64
C -3.21112 1.90391 2.38510 0.43
C -4.50406 2.51754 2.89480 -1.07
S -4.09002 3.57005 4.37906 1.14
O -4.72586 2.92047 5.51667 -0.68
O -4.47265 4.97275 4.10274 -0.68
C -2.28439 3.18952 4.25555 -0.98
H -2.19354 3.69576 2.08407 0.38
H -0.97039 2.57787 2.65193 -0.68
H -3.17228 0.92549 2.86393 -0.07
H -3.37801 1.61732 1.34678 -0.02
H -5.38696 1.90656 3.08263 0.52
H -4.82572 3.25640 2.16082 0.26
H -2.23494 2.38386 4.98806 0.30
H -1.77337 4.04778 4.69185 0.58
C 0.49049 -2.52707 5.13407 -0.91
C 1.85146 -2.59697 4.48322 -0.88
C 2.19435 -1.33282 3.57552 -0.14
S 0.83968 -0.13524 3.73401 1.01
O 0.50180 0.32146 2.38677 -0.29
O 1.03852 0.81608 4.88884 -0.85
C -0.28492 -1.37061 4.44819 0.25
H 0.44534 -2.41947 6.21781 0.45
H 0.06975 -3.53176 5.09317 0.34
H 1.74991 -3.50767 3.89296 0.42
H 2.63610 -2.66485 5.23677 0.23
H 1.95553 -1.64973 2.56032 -0.51
H 3.13653 -0.81042 3.74133 0.76
H -0.76886 -1.81202 3.57695 -0.75
H -1.05241 -0.90426 5.06591 0.71
```

Values from the calculation:
E_LUMO: 0.06 eV
Structure (SMILES): C[C@H]1COC(=O)O1.O=S1(=O)CCCC1.O=S1(=O)CCCC1.O=S1(=O)CCCC1.O=S1(=O)CCCC1.O=S1(=O)CCCC1.CC(C)=O.CC(C)=O.CC(C)=O.CC(C)=O
Energy above the lowest of the compared OMol25 structures with the same formula, charge and spin: 30.0 kJ/mol
DFT total energy: -4683.4992 Eh
Kohn-Sham gap: 9.478 eV
Charge: 0

Computed, not measured: 5 unconnected molecules or ions with the total composition C9H17Br8Cl3 in a non-equilibrium geometry, with ωB97M-V/def2-TZVPD.

```
37
Properties=species:S:1:pos:R:3:mulliken_charge:R:1
Br 0.33177 -2.62944 4.63809 -0.17
C -1.20776 -3.16918 3.51348 -0.59
C -1.04460 -2.80078 2.07031 -0.08
Br 0.50541 -3.71493 1.26276 -0.13
H -2.04049 -2.59463 3.91894 0.33
H -1.38419 -4.22515 3.68320 0.43
H -0.88795 -1.73931 1.91768 -0.16
H -1.93901 -3.09478 1.52243 0.32
Br 4.25486 1.72001 -5.83264 -0.16
C 2.98061 2.84034 -4.83424 -0.53
C 3.71335 3.26763 -3.58028 -0.64
Br 2.41391 4.20289 -2.38002 -0.19
H 2.07298 2.27487 -4.66264 0.39
H 2.75112 3.72972 -5.41374 0.36
H 4.46417 4.01445 -3.80669 0.37
H 4.11686 2.45889 -2.98558 0.40
Br 0.23756 2.63515 5.78964 -0.18
C -0.70220 1.16464 4.84495 -0.63
C -1.72012 1.85752 3.95954 -0.53
Br -2.53057 0.46081 2.82856 -0.17
H -1.13183 0.43780 5.52467 0.47
H 0.06777 0.66687 4.26144 0.27
H -1.29507 2.61892 3.32143 0.38
H -2.49261 2.27943 4.59770 0.41
Br -0.44213 -1.42709 -4.77784 -0.16
C -0.68721 -2.46851 -3.13755 -0.27
C -2.08617 -3.05479 -3.14202 -0.57
Br -2.38934 -3.96895 -1.45154 -0.16
H -0.58596 -1.85913 -2.24432 0.05
H 0.13846 -3.17135 -3.15386 0.38
H -2.25129 -3.74211 -3.96409 0.39
H -2.79945 -2.23784 -3.18010 0.37
C 0.40190 1.86021 0.08197 0.27
Cl 1.20676 2.09759 1.65624 -0.11
Cl -0.99523 2.97388 0.00892 -0.13
Cl -0.08623 0.19422 -0.11182 -0.03
H 1.04193 2.14212 -0.74302 -0.03
```

Values from the calculation:
E_LUMO: 0.32 eV
Structure (SMILES): ClC(Cl)Cl.BrCCBr.BrCCBr.BrCCBr.BrCCBr
Energy above the lowest of the compared OMol25 structures with the same formula, charge and spin: 0.0 kJ/mol
DFT total energy: -22325.8196 Eh
Kohn-Sham gap: 10.308 eV
Charge: 0